Record 1
Entry from the Open Molecules 2025 dataset: a structure of composition C9H10O (ωB97M-V/def2-TZVPD).

Charge   0
HOMO level   -8.221 eV

Each line ends with the Löwdin charge.
Positions of all 20 atoms, in Å:
C -1.75 0.45 -0.92  -0.112
C -0.34 1.12 -1.04  -0.104
C 0.01 0.69 1.38  -0.064
C -1.49 -0.85 -0.08  -0.110
C -0.80 -0.64 1.37  -0.075
C 1.32 -1.59 -0.03  0.098
C 0.46 0.38 -0.02  -0.358
C -0.07 -1.10 0.13  -0.287
C 1.78 -0.32 -0.11  -0.260
O 2.92 0.37 -0.28  0.114
H -2.54 1.13 -0.53  0.113
H -2.11 0.03 -1.94  0.129
H 0.22 1.12 -1.99  0.115
H -0.45 2.23 -0.68  0.135
H -0.47 1.73 1.32  0.132
H 0.92 0.78 1.91  0.105
H -2.15 -1.66 -0.20  0.110
H -0.93 -1.31 2.30  0.148
H 1.86 -2.51 0.11  0.099
H 3.60 -0.07 -0.71  0.074

=====

Record 2
Entry from the Open Molecules 2025 dataset: the molecule C9H10S (ωB97M-V/def2-TZVPD).

Charge   0
HOMO level (alpha / beta)   -5.965 / -9.219 eV
Spin multiplicity   3

Each line ends with the Löwdin charge.
Positions of all 20 atoms, in Å:
C 2.35 1.56 0.17  -0.158
C -0.23 0.97 -0.09  0.009
C 0.04 -1.40 -0.04  0.063
C 3.44 0.80 0.21  -0.396
C 1.13 0.79 0.07  -0.278
C 1.41 -0.60 -0.04  -0.411
C -0.98 -0.30 -0.08  -0.586
C -1.92 -0.54 -1.36  -0.047
C -1.79 -0.39 1.18  -0.057
S 3.14 -0.99 0.06  0.950
H 2.27 2.62 0.34  0.108
H -0.69 1.89 -0.19  0.101
H -0.20 -2.38 -0.24  0.071
H 4.47 1.28 0.60  0.122
H -1.25 -0.47 -2.26  0.080
H -2.87 0.13 -1.47  0.096
H -2.44 -1.60 -1.43  0.098
H -2.33 -1.30 1.20  0.080
H -2.42 0.46 1.42  0.091
H -1.12 -0.53 1.96  0.065

=====

Record 3
Entry from the Open Molecules 2025 dataset: the molecule C9H11BF9N2O5P (ωB97M-V/def2-TZVPD).

Structure (SMILES)   N=P(O)(O)[C@@H]1NC(=O)[C@H](C(F)(F)C(F)(F)C(F)(F)C(F)(F)F)[C@H]1CB(O)O
Charge   0
HOMO level   -9.618 eV

Each line ends with the Löwdin charge.
Positions of all 38 atoms, in Å:
N 3.43 -3.12 0.31  -0.202
P 3.55 -1.50 0.26  0.741
O 4.79 -0.87 1.34  -0.242
O 4.05 -1.12 -1.40  -0.239
C 1.90 -0.58 0.67  -0.299
N 1.37 -1.30 1.92  0.016
C -0.11 -1.53 1.71  -0.211
O -0.75 -2.37 2.53  -0.026
C -0.72 -0.62 0.45  -0.032
C -2.11 -1.11 -0.27  -0.113
F -2.37 -2.57 0.03  0.015
F -2.07 -1.04 -1.78  0.005
C -3.46 -0.31 0.19  -0.096
F -4.09 -1.03 1.33  0.051
F -4.43 -0.45 -0.96  0.018
C -3.27 1.30 0.42  -0.073
F -2.82 1.49 1.85  0.023
F -2.31 1.95 -0.53  0.035
C -4.67 2.17 0.29  -0.123
F -4.52 3.38 1.18  0.023
F -5.87 1.43 0.78  0.052
F -4.86 2.73 -1.09  0.043
C 0.69 -0.61 -0.46  -0.189
C 0.77 0.39 -1.76  -0.054
B 1.65 1.76 -1.52  -0.439
O 0.87 3.01 -1.22  0.011
O 3.13 1.77 -1.65  0.049
H 4.12 -3.49 1.01  -0.002
H 4.29 -0.16 1.87  0.082
H 4.89 -0.56 -1.36  0.083
H 2.17 0.48 1.15  0.144
H 1.95 -2.10 2.26  0.119
H -0.66 0.46 0.93  0.170
H 0.73 -1.76 -0.78  0.172
H -0.25 0.71 -2.21  0.112
H 1.34 -0.22 -2.61  0.141
H 0.15 3.02 -1.94  0.118
H 3.51 2.37 -0.95  0.120

=====

One value per record, in order, for E_tot: -11537.6371, -20325.6701, -57146.3119 eV.
One value per record, in order, for energy relative to the best compared isomer or geometry (same formula, charge and spin): 303.28, 0.00, 634.36 kJ/mol.
One value per record, in order, for F_max: 2.881, 5.118, 8.508 eV Å⁻¹.